The following is a quantum chemistry calculation of a cluster of 7 separate species, C51H49BFN3O2 in total in a non-equilibrium geometry, from the OMol25 dataset.

Results
Highest occupied orbital energy: -0.327 Ha
Kohn-Sham gap: 0.297 Ha
Net charge: 0
SMILES: C#CCCCc1cnc2c(B(N)O)c(F)c(O)c(C#C)c2n1.c1ccccc1.c1ccccc1.c1ccccc1.c1ccccc1.c1ccccc1.c1ccccc1
Energy: -2412.20229 Eh

Geometry (Å):
C -3.063 4.653 -3.431
C -3.107 3.838 -4.296
C -3.109 2.799 -5.302
C -2.786 1.432 -4.687
C -1.277 1.086 -4.705
C -0.694 1.198 -3.323
C 0.399 2.059 -3.103
N 0.947 2.230 -1.932
C 0.408 1.510 -0.902
C 0.961 1.642 0.401
B 2.220 2.579 0.730
N 2.527 3.824 0.029
O 3.093 2.203 1.713
C 0.387 0.937 1.413
F 0.809 1.035 2.676
C -0.706 0.071 1.201
O -1.220 -0.627 2.261
C -1.208 -0.078 -0.058
C -2.284 -0.979 -0.274
C -2.942 -1.974 -0.443
C -0.672 0.655 -1.143
N -1.230 0.478 -2.375
H -3.184 5.521 -2.836
H -4.119 2.770 -5.705
H -2.432 3.061 -6.110
H -3.142 1.435 -3.663
H -3.326 0.645 -5.202
H -1.141 0.078 -5.077
H -0.769 1.759 -5.390
H 0.799 2.610 -3.942
H 3.005 3.559 -0.826
H 1.641 4.236 -0.242
H 3.145 1.245 1.792
H -2.075 -0.269 2.522
H -3.453 -2.896 -0.502
C 1.537 -2.522 2.632
C 1.740 -3.872 2.381
C 3.030 -4.375 2.279
C 4.119 -3.527 2.427
C 3.918 -2.177 2.674
C 2.628 -1.674 2.777
H 0.530 -2.137 2.711
H 0.890 -4.532 2.261
H 3.188 -5.427 2.080
H 5.125 -3.920 2.348
H 4.769 -1.515 2.788
H 2.471 -0.623 2.974
C -5.900 0.164 -0.512
C -5.298 0.521 -1.711
C -6.077 0.792 -2.827
C -7.459 0.691 -2.752
C -8.061 0.318 -1.558
C -7.282 0.058 -0.439
H -5.287 -0.029 0.359
H -4.219 0.598 -1.771
H -5.605 1.079 -3.759
H -8.067 0.901 -3.622
H -9.139 0.234 -1.499
H -7.755 -0.224 0.493
C -2.576 4.865 0.448
C -3.893 4.796 0.015
C -4.851 5.635 0.567
C -4.492 6.542 1.555
C -3.176 6.606 1.993
C -2.217 5.769 1.439
H -1.828 4.213 0.012
H -4.172 4.086 -0.754
H -5.877 5.582 0.227
H -5.238 7.198 1.984
H -2.897 7.310 2.766
H -1.191 5.821 1.779
C 7.004 5.054 3.330
C 6.087 4.458 2.476
C 5.287 5.241 1.655
C 5.405 6.624 1.693
C 6.318 7.222 2.552
C 7.119 6.437 3.370
H 7.631 4.441 3.966
H 5.991 3.380 2.449
H 4.572 4.775 0.989
H 4.783 7.237 1.053
H 6.405 8.301 2.584
H 7.832 6.903 4.039
C 1.531 -8.015 2.191
C 0.882 -7.505 3.308
C 0.012 -8.308 4.031
C -0.212 -9.620 3.637
C 0.431 -10.127 2.517
C 1.303 -9.325 1.794
H 2.214 -7.393 1.628
H 1.054 -6.481 3.614
H -0.492 -7.912 4.903
H -0.889 -10.247 4.203
H 0.253 -11.149 2.206
H 1.806 -9.721 0.921
C 2.884 -5.343 -3.442
C 3.901 -5.425 -2.501
C 3.829 -4.677 -1.334
C 2.742 -3.844 -1.109
C 1.728 -3.757 -2.053
C 1.798 -4.508 -3.219
H 2.937 -5.931 -4.349
H 4.750 -6.073 -2.677
H 4.621 -4.742 -0.598
H 2.684 -3.263 -0.198
H 0.882 -3.104 -1.879
H 1.006 -4.441 -3.954